{"formula": "C4H10O2", "method": "the ωB97M-V functional and the def2-TZVPD basis", "elements": ["O", "O", "C", "C", "C", "C", "H", "H", "H", "H", "H", "H", "H", "H", "H", "H"], "coordinates": [[-1.052, -3.962, -1.637], [2.101, 3.708, -5.104], [-0.757, -0.500, 0.469], [-0.139, 0.543, 2.565], [-0.274, -0.628, 1.722], [0.089, 0.502, 3.882], [-0.318, 1.546, 2.196], [-0.191, -1.653, 2.064], [0.318, -0.469, 4.305], [2.500, 3.149, -5.761], [0.156, 1.473, 4.358], [-0.724, 0.368, -0.176], [-2.011, -3.990, -1.556], [2.591, 4.538, -5.165], [-0.977, -3.254, -2.278], [-1.314, -1.371, 0.117]], "lowdin_charge": [-0.060, -0.057, 0.005, -0.223, -0.193, -0.001, 0.099, 0.102, 0.058, 0.020, 0.052, 0.057, 0.031, 0.036, 0.028, 0.043], "total_energy_ha": -308.8083, "smiles": "C=CC=C.O.O", "relative_energy_kj_mol": 235.9, "orbital_gap_ha": 0.34816}

{"formula": "C4H7NO5", "method": "the ωB97M-V functional and the def2-TZVPD basis", "elements": ["O", "O", "O", "O", "O", "N", "C", "C", "C", "C", "H", "H", "H", "H", "H", "H", "H"], "coordinates": [[-3.228, 0.640, -0.153], [0.990, 2.022, 0.227], [0.645, -1.431, -1.223], [0.778, -1.353, 0.986], [-1.324, 0.516, 1.736], [2.655, 0.581, 0.804], [-1.031, 0.173, 0.616], [1.419, 0.891, 0.415], [0.423, -0.285, 0.330], [-2.005, 0.087, -0.522], [3.375, 1.292, 0.816], [-3.854, 0.530, -0.874], [0.916, -0.770, -1.872], [-1.549, 0.598, -1.390], [-2.088, -0.985, -0.783], [2.927, -0.379, 0.971], [0.954, -2.125, -0.086]], "lowdin_charge": [-0.018, 0.086, -0.129, -0.071, 0.175, 0.200, -0.299, -0.468, -0.233, -0.201, 0.129, 0.097, 0.061, 0.141, 0.143, 0.117, 0.270], "total_energy_ha": -587.4557, "relative_energy_kj_mol": 429.3, "orbital_gap_ha": 0.33564}

{"formula": "C47H59BaBr2Ge2N3OSSeSi2", "method": "the ωB97M-V functional and the def2-TZVPD basis", "elements": ["Ba", "Br", "Br", "Se", "Ge", "Ge", "S", "Si", "Si", "O", "N", "N", "N", "C", "C", "C", "C", "C", "C", "C", "C", "C", "C", "C", "C", "C", "C", "C", "C", "C", "C", "C", "C", "C", "C", "C", "C", "C", "C", "C", "C", "C", "C", "C", "C", "C", "C", "C", "C", "C", "C", "C", "C", "C", "C", "C", "C", "C", "C", "C", "H", "H", "H", "H", "H", "H", "H", "H", "H", "H", "H", "H", "H", "H", "H", "H", "H", "H", "H", "H", "H", "H", "H", "H", "H", "H", "H", "H", "H", "H", "H", "H", "H", "H", "H", "H", "H", "H", "H", "H", "H", "H", "H", "H", "H", "H", "H", "H", "H", "H", "H", "H", "H", "H", "H", "H", "H", "H", "H"], "coordinates": [[1.201, -0.458, 1.712], [6.112, -6.963, 0.492], [4.717, -2.477, 3.575], [3.590, 2.983, -0.173], [-1.019, 2.278, -1.343], [0.013, 0.662, -2.845], [1.539, 4.237, 4.978], [-1.878, -3.011, 0.930], [-2.646, -1.201, 3.414], [2.782, -1.974, 1.246], [6.296, 2.286, -1.240], [0.098, 2.644, 3.536], [2.733, -3.218, -1.199], [2.590, 0.404, 6.975], [-1.955, 5.551, 2.534], [3.504, -3.732, -0.207], [5.221, -4.627, 1.806], [-0.403, 5.057, -0.721], [-0.137, 6.267, 3.955], [-0.218, 1.164, -6.281], [-1.661, -1.512, 1.920], [0.270, 4.940, 4.040], [-0.323, -3.502, -0.040], [-0.885, 1.997, -4.026], [5.099, -5.355, 0.664], [5.247, 2.544, -0.816], [-1.866, 2.890, -6.172], [-1.921, 0.031, 4.640], [-2.302, -4.604, 1.861], [-0.308, 1.158, -7.666], [1.996, -0.905, 5.051], [-1.243, -1.593, -4.345], [1.591, 0.203, 4.290], [4.122, -5.591, -1.621], [-1.477, 2.858, -3.177], [-1.253, 6.565, 3.194], [-2.999, -2.728, 4.482], [4.253, -4.922, -0.384], [4.469, -3.457, 1.979], [-3.258, -2.875, -0.374], [2.669, 0.432, -4.209], [2.476, -0.833, 6.354], [-0.400, 3.923, 3.348], [-2.651, 1.738, -0.376], [-3.806, 2.724, -0.551], [-1.006, -1.021, -2.948], [2.173, 1.533, 6.292], [0.062, 3.629, -0.434], [-1.536, 4.237, 2.601], [-1.963, 2.887, -7.553], [-1.183, 2.019, -8.310], [1.665, 1.423, 4.992], [1.759, -3.265, -3.402], [3.550, -2.990, 1.044], [-4.352, -0.458, 2.997], [2.643, -3.851, -2.341], [3.323, -5.066, -2.587], [1.061, 2.635, 4.400], [-0.990, 2.027, -5.506], [1.972, 0.529, -2.853], [-2.838, 5.801, 1.959], [-2.484, 3.567, -5.596], [-4.077, 2.830, -1.604], [-1.967, -0.782, -2.488], [-4.233, 0.571, 2.642], [0.068, 3.425, 0.639], [-1.865, -0.660, 1.241], [-1.591, 7.591, 3.117], [0.468, 0.487, -5.786], [-1.907, -2.462, -4.304], [2.766, -1.736, 6.882], [5.890, -4.945, 2.593], [-3.776, -3.371, 4.064], [1.943, -1.901, 4.610], [-5.018, -0.433, 3.866], [-1.262, 2.013, -9.390], [2.333, 1.408, -2.311], [-2.076, 3.446, 2.098], [0.239, 5.783, -0.217], [0.763, -3.715, -3.353], [0.307, 0.476, -8.241], [2.161, -3.447, -4.401], [0.245, -2.650, -0.422], [1.087, 3.498, -0.782], [-0.312, -1.914, -4.819], [2.411, 1.278, -4.850], [-2.652, 3.564, -8.045], [-3.078, -2.042, -1.059], [-3.354, -3.787, -0.973], [-2.100, -3.333, 4.619], [-0.558, -4.142, -0.899], [4.667, -6.510, -1.787], [2.216, 2.495, 6.794], [0.397, 7.046, 4.484], [-4.216, -2.687, 0.121], [-2.411, 1.612, 0.682], [3.753, 0.442, -4.079], [-3.329, -4.606, 2.231], [-4.844, -1.025, 2.200], [-4.697, 2.396, -0.008], [-0.365, 5.267, -1.792], [2.407, -0.486, -4.744], [-3.330, -2.394, 5.470], [2.978, 0.487, 7.984], [-1.023, -0.363, 5.124], [-0.536, -1.760, -2.297], [-2.189, -5.448, 1.172], [0.365, -4.058, 0.606], [-3.543, 3.719, -0.181], [-1.629, 0.967, 4.158], [-2.936, 0.745, -0.732], [1.649, -2.195, -3.246], [-1.427, 5.233, -0.384], [-2.662, 0.257, 5.416], [-1.638, -4.775, 2.711], [-2.083, 3.699, -3.520], [3.214, -5.558, -3.547], [2.230, -0.332, -2.227], [-1.705, -0.856, -5.004]], "lowdin_charge": [1.654, 0.703, 0.817, 0.367, 0.867, 0.904, 1.085, 0.321, 0.328, -0.545, -0.048, 0.104, 0.180, -0.117, -0.104, -0.124, -0.195, -0.171, -0.103, -0.059, -0.500, -0.477, -0.212, -0.339, -0.635, -0.990, -0.042, -0.192, -0.203, -0.086, -0.232, -0.170, -0.290, -0.047, -0.222, -0.108, -0.202, -0.197, -0.596, -0.189, -0.175, -0.121, -0.311, -0.371, -0.178, -0.359, -0.096, -0.383, -0.030, -0.099, -0.111, -0.297, -0.037, -0.415, -0.197, -0.321, -0.027, -0.498, -0.231, -0.366, 0.096, 0.098, 0.057, 0.035, 0.009, 0.036, -0.061, 0.092, 0.079, 0.067, 0.091, 0.086, 0.008, 0.053, 0.013, 0.091, -0.004, 0.101, 0.070, 0.081, 0.099, 0.080, -0.018, -0.051, 0.050, 0.058, 0.094, -0.008, 0.017, 0.020, 0.028, 0.067, 0.065, 0.099, 0.013, 0.034, 0.073, 0.011, 0.008, 0.062, 0.058, 0.049, 0.017, 0.086, 0.017, 0.029, 0.021, 0.032, 0.050, 0.001, 0.044, 0.042, 0.044, 0.023, 0.021, 0.048, 0.105, 0.048, 0.055], "total_energy_ha": -14771.9874, "charge": -2, "orbital_gap_ha": 0.22258}

{"formula": "C3H6O2S", "method": "the ωB97M-V functional and the def2-TZVPD basis", "elements": ["S", "O", "O", "C", "C", "C", "H", "H", "H", "H", "H", "H"], "coordinates": [[0.140, -3.041, 2.146], [-1.761, -1.802, 0.046], [-1.014, -3.853, 2.549], [0.047, 0.728, 0.216], [-0.516, -1.670, 0.387], [0.395, -0.697, -0.244], [0.663, 1.450, -0.317], [0.291, -0.755, -1.337], [-2.045, -1.208, -0.677], [-1.001, 0.961, 0.021], [0.229, 0.825, 1.284], [1.424, -0.927, 0.024]], "lowdin_charge": [0.699, 0.077, -0.728, -0.084, -0.318, -0.248, 0.078, 0.123, 0.136, 0.073, 0.083, 0.110], "total_energy_ha": -666.4327, "relative_energy_kj_mol": 423.6, "orbital_gap_ha": [0.25030, 0.25039]}